(1)
C4H3NO | ωB97M-V/def2-TZVPD

Output
**SMILES**: C=C=C=O.C#N
**Highest occupied orbital energy**: -9.2 eV
**Orbital gap**: 8.609 eV
**Total charge**: 0

The geometry in XYZ format:
```
9
Properties=species:S:1:pos:R:3:forces:R:3:lowdin_charge:R:1
C 2.69983 0.25878 -0.35427 -0.414 -1.791 -0.083 -0.09
C -0.66350 -1.31511 0.31683 0.450 0.513 0.714 -0.23
C -1.94749 0.75486 0.03538 -0.292 1.149 -0.606 0.03
C -1.10388 -0.10616 0.49415 1.090 -0.393 0.874 -0.08
N 3.08376 1.18581 0.16258 0.677 2.117 0.638 0.06
O 0.04380 -2.22691 0.39112 0.259 -1.157 -0.336 0.15
H -2.59182 0.35468 -0.69026 -1.383 0.164 -0.960 0.05
H -1.93407 1.82679 0.22095 -0.099 -0.254 0.288 0.07
H 2.41336 -0.73275 -0.57647 -0.289 -0.346 -0.528 0.04
```
Positions in Å, forces in eV/Å.



(2)
CH14N2O5 | ωB97M-V/def2-TZVPD

Output
**Highest occupied orbital energy**: -9.6 eV
**Orbital gap**: 3.968 eV
**Total charge**: 0

The geometry in XYZ format:
```
22
Properties=species:S:1:pos:R:3:forces:R:3:lowdin_charge:R:1
N -0.59845 -1.55720 1.90825 3.980 5.066 -1.631 0.13
C 0.36121 -1.24957 0.76962 -0.797 -1.076 3.316 -0.27
N 1.44782 -0.52615 1.25120 0.020 -0.875 0.447 0.21
H -1.19617 -2.26383 1.68977 -2.454 -2.074 -0.934 0.04
H 0.76918 -2.10189 0.20331 -0.531 -0.235 -0.173 0.17
H -0.18366 -0.66244 0.01692 -0.422 0.170 -1.011 0.12
H 1.67430 -0.72164 2.23127 -0.192 0.460 -0.360 0.14
H 0.03030 -0.74669 -2.98566 -0.674 -0.153 -1.081 0.04
H -2.21223 0.59865 0.26748 -0.653 -0.305 0.239 -0.06
O 0.14174 -0.52235 -2.07735 -0.798 -0.546 0.510 -0.07
H -2.28721 0.70920 -1.15944 0.818 0.636 -2.067 -0.01
H 3.31363 -0.15559 -1.53804 1.299 -0.115 -0.468 -0.03
O 2.39709 -0.01743 -1.38848 -0.684 0.116 1.485 -0.22
H 2.24235 -0.45602 0.60151 -0.341 0.861 -0.628 0.09
H 1.11171 -0.41128 -2.00628 0.802 0.234 0.288 -0.07
O -2.82084 0.35956 -0.48251 -0.565 -0.592 1.377 -0.06
H -0.23760 1.75666 -0.03071 -0.259 -0.029 0.740 -0.04
H 0.83540 1.37320 -1.02499 1.045 -1.256 -0.751 -0.05
O 0.32207 2.09449 -0.72882 -0.520 1.757 -0.060 -0.02
H -1.65623 1.58493 2.02088 0.409 -0.208 -0.954 0.05
H -1.01794 -0.54684 2.08653 0.296 -1.507 -0.210 0.11
O -1.20239 1.10127 1.28886 0.220 -0.328 1.926 -0.22
```
Positions in Å, forces in eV/Å.



(3)
C20H30N4O3S2 | ωB97M-V/def2-TZVPD

Output
**Highest occupied orbital energy**: -8.9 eV
**Orbital gap**: 7.782 eV
**Total charge**: 0

The geometry in XYZ format:
```
59
Properties=species:S:1:pos:R:3:forces:R:3:lowdin_charge:R:1
C -8.96928 -1.49011 1.08055 0.021 0.041 -0.248 -0.11
C -8.19760 -1.44158 -0.23369 0.147 -0.137 0.168 -0.26
C -6.68221 -1.41595 -0.04148 -0.162 0.216 -0.091 -0.19
H -6.19997 -1.49806 -1.01676 0.073 -0.030 0.028 0.11
C -6.19391 -0.11828 0.60772 -0.187 -0.099 -0.254 -0.16
N -4.74388 -0.00852 0.62760 -0.299 0.069 0.181 -0.06
C -4.14967 0.41711 -0.51606 0.391 -0.086 0.245 -0.43
O -4.81437 0.72054 -1.49184 -0.130 0.098 -0.366 0.06
C -2.63270 0.56167 -0.52704 -0.266 0.223 -0.380 -0.23
H -2.15554 -0.15405 0.14359 -0.009 -0.020 0.076 0.13
C -2.09982 0.32539 -1.94122 0.094 -0.192 0.129 -0.14
C -0.58822 0.52344 -1.97404 -0.182 0.275 -0.116 -0.16
C -0.21738 1.93822 -1.52460 0.342 -0.177 0.173 -0.30
C -0.76143 2.18461 -0.11778 -0.216 0.211 -0.218 -0.16
C -2.27389 1.98645 -0.08729 0.219 -0.155 0.225 -0.13
H -2.75651 2.69328 -0.76648 -0.083 0.012 0.000 0.13
H -2.65223 2.18136 0.91866 -0.058 0.048 0.011 0.12
H -0.28996 1.49411 0.58209 -0.124 0.037 0.044 0.09
H -0.51345 3.19846 0.20236 0.051 0.014 0.049 0.12
C 1.29915 2.18399 -1.60092 -0.463 0.576 -0.031 -0.20
N 2.13064 1.15621 -1.01128 0.206 -0.253 0.883 -0.12
S 2.26120 1.05280 0.64073 0.321 -0.378 -0.250 0.65
O 1.40313 0.03438 1.18573 0.270 -0.051 -0.196 -0.29
O 2.19465 2.36889 1.20021 0.164 0.198 -0.181 -0.28
C 3.93968 0.45045 0.77300 -0.514 0.700 0.392 -0.21
C 4.85397 1.05259 1.58822 -0.786 0.093 -0.276 -0.03
C 6.16054 0.54029 1.73328 0.487 -0.539 -0.166 -0.05
C 6.56509 -0.58683 1.07104 0.247 0.404 0.401 0.00
C 5.64558 -1.22667 0.22218 -0.966 -0.096 -0.481 -0.35
N 5.83320 -2.32104 -0.51782 0.517 -0.471 -0.118 -0.24
S 4.48294 -2.64108 -1.31711 0.254 0.845 0.707 1.04
N 3.58308 -1.42046 -0.78571 -0.597 -0.051 -0.249 -0.24
C 4.31295 -0.69871 0.06547 0.718 -1.041 -0.441 -0.34
H 7.55755 -0.99334 1.18046 0.117 0.000 0.037 0.12
H 6.84758 1.05245 2.38914 0.060 0.032 0.048 0.11
H 4.54932 1.93786 2.12403 0.012 0.124 0.081 0.12
H 1.98504 0.23398 -1.39616 0.089 -0.260 0.001 0.08
H 1.54969 3.10388 -1.06870 -0.056 0.120 -0.236 0.12
H 1.60884 2.28417 -2.64622 0.028 0.006 0.121 0.13
H -0.68942 2.65551 -2.20674 0.020 -0.001 -0.015 0.15
H -0.12802 -0.20117 -1.29672 0.071 -0.066 -0.009 0.11
H -0.21191 0.34102 -2.98420 0.060 -0.073 -0.026 0.12
H -2.59256 1.01758 -2.62559 -0.036 -0.042 -0.008 0.12
H -2.35005 -0.68858 -2.26163 -0.052 0.023 -0.061 0.12
C -4.04680 -0.42142 1.82730 0.299 -0.256 0.076 -0.20
H -3.15476 0.19174 1.96405 -0.078 0.012 0.043 0.11
C -3.65457 -1.90005 1.82416 -0.067 0.258 0.094 -0.06
H -3.05658 -2.12122 2.70454 0.076 -0.096 0.098 0.07
H -3.07146 -2.14026 0.93895 0.080 -0.042 -0.090 0.07
H -4.53594 -2.53512 1.83633 -0.061 -0.087 -0.009 0.06
H -4.70670 -0.22801 2.67830 0.107 0.086 -0.080 0.12
H -6.55800 -0.03549 1.63277 0.033 0.048 -0.009 0.12
H -6.57467 0.72378 0.02220 -0.049 -0.068 0.141 0.13
H -6.38000 -2.27379 0.56240 0.049 -0.062 0.005 0.10
H -8.45518 -2.32259 -0.82599 -0.033 0.062 -0.074 0.10
H -8.50038 -0.56085 -0.80296 -0.026 0.000 -0.110 0.11
H -8.82476 -0.57835 1.65420 -0.025 0.078 0.137 0.06
H -10.03395 -1.60127 0.88812 -0.114 0.004 0.081 0.07
H -8.64223 -2.33439 1.68436 0.014 -0.084 0.114 0.07
```
Positions in Å, forces in eV/Å.



(4)
C4H5N2O2S | ωB97M-V/def2-TZVPD

Output
**Highest occupied orbital energy**: -2.8 eV
**Orbital gap**: 6.731 eV
**Total charge**: -1

The geometry in XYZ format:
```
14
Properties=species:S:1:pos:R:3:forces:R:3:lowdin_charge:R:1
C -0.06142 1.15315 -0.35930 -2.147 4.339 -0.953 -0.26
C -0.69041 0.26071 -1.13557 -1.174 -1.159 -1.577 -0.13
C 0.69523 0.52855 0.63751 0.056 -1.616 1.038 -0.28
C -0.42282 -1.05726 -0.60530 1.123 3.696 1.495 -0.10
N 0.30362 -0.91198 0.53440 -0.069 1.787 -1.462 -0.28
N 0.64685 -1.88946 1.27630 0.696 -2.848 1.834 -0.03
O 2.20772 2.05031 -1.19412 0.499 0.304 0.019 -0.54
O 3.25282 1.62806 1.04201 -0.890 -0.556 -1.665 -0.57
S 2.62644 1.05730 -0.20771 1.133 -0.077 1.763 0.74
H -0.11193 2.30234 -0.51861 0.248 -2.366 0.407 0.13
H -1.36070 0.38541 -2.06458 1.392 0.127 1.655 0.11
H 0.78934 0.86751 1.67305 0.057 -0.035 -0.424 0.11
H -0.68349 -1.91405 -1.07631 -0.561 -2.815 -0.595 0.06
H 1.02430 -1.74703 2.24044 -0.362 1.218 -1.535 0.02
```
Positions in Å, forces in eV/Å.